[1]
The following is a DFT calculation (ωB97M-V with the def2-TZVPD basis set) of C18H13BrInN3O7S3 as an isolated structure.

Cartesian coordinates (Å):
In  -0.61036  -0.43733  -0.97933
O  1.20601  0.95415  -4.73684
C  0.53040  0.84077  -3.60927
O  0.14942  -0.23119  -3.17884
C  0.25393  2.17379  -2.96529
O  -0.41415  2.01937  -1.74193
C  0.36703  2.47790  -0.61449
C  1.53901  1.53175  -0.34328
O  2.59927  1.97832  0.02519
O  1.29303  0.27449  -0.58238
H  1.35600  0.06653  -5.10218
H  1.20208  2.70782  -2.86010
H  -0.37257  2.74186  -3.65945
H  0.72278  3.49070  -0.79499
H  -0.31115  2.46785  0.23747
Br  -3.32889  0.62777  -3.15043
C  -3.08425  -1.24287  -3.03943
C  -3.92520  -2.10218  -3.71872
C  -3.69814  -3.46381  -3.57699
C  -2.65836  -3.90875  -2.77771
C  -1.86894  -2.97090  -2.13942
N  -2.08639  -1.65959  -2.27776
C  -0.70863  -3.39203  -1.23589
O  -0.48621  -4.57683  -1.13101
O  -0.06741  -2.42645  -0.66859
H  -4.72672  -1.71448  -4.32887
H  -4.33765  -4.17024  -4.08932
H  -2.43535  -4.95428  -2.62575
S  -0.63830  -0.66976  5.87049
C  -0.82988  -0.21988  4.29726
S  -2.31407  -0.47854  3.40382
C  -1.57837  0.18679  1.98281
N  -0.36589  0.57574  2.14736
N  0.05096  0.35574  3.43866
C  1.40485  0.72285  3.73080
C  2.38756  0.39137  2.81299
C  3.69559  0.78053  3.05736
C  4.01203  1.47789  4.21221
C  3.01490  1.80363  5.12253
C  1.70156  1.43417  4.88394
S  -2.43997  0.31662  0.46442
H  2.13174  -0.14241  1.90793
H  4.46010  0.54400  2.33028
H  5.03485  1.77716  4.40049
H  3.25669  2.35644  6.02071
H  0.91706  1.68553  5.58156

Cartesian forces (eV/Å) of the 6 atoms listed first:
0.09 0.00 0.18
-0.02 -0.04 -0.01
-0.03 -0.09 0.01
0.05 0.08 -0.03
0.01 0.03 -0.04
0.00 0.01 0.09

Output
HOMO	-0.2854	Eh
net charge	0
spin multiplicity	1

Mulliken atomic charge list, values in e, 2 entries: In 1.59; O -0.49


[2]
The following is a DFT calculation (ωB97M-V with the def2-TZVPD basis set) of a single N2O4 molecule.

Cartesian coordinates (Å):
N  1.24937  0.26828  -0.04536
N  -1.08584  0.04197  -0.00022
O  -0.97554  1.19056  0.01709
O  2.39128  -0.03797  -0.06228
O  -1.92349  -0.74428  -0.10282
O  0.34422  -0.71857  0.19359

Forces on the atoms, in the same order (eV/Å):
1.06 1.30 -0.40
2.05 -0.51 0.35
-0.54 1.37 -0.02
-1.28 -0.83 0.33
-1.05 -1.04 -0.11
-0.25 -0.30 -0.15

Output
HOMO	-0.3910	Eh
net charge	0
SMILES string	O=NO[N+](=O)[O-]
spin multiplicity	1

Mulliken atomic charge list, values in e, 2 entries: N 0.30; N 1.18


[3]
The following is a DFT calculation (ωB97M-V with the def2-TZVPD basis set) of a 2-piece molecular cluster, C10H16 overall.

Cartesian coordinates (Å):
C  2.48248  0.98765  -0.74293
C  1.54268  1.75176  -1.64609
C  3.92540  0.94180  -1.25107
H  2.45650  1.10320  0.34034
H  2.16474  -0.07282  -0.78514
H  1.69696  2.83840  -1.58740
H  4.18684  1.19475  -2.26995
H  4.47931  1.76091  -0.71639
H  0.53355  1.42618  -1.34334
H  1.67682  1.45289  -2.68989
H  4.43305  0.06069  -0.85311
C  -1.62592  0.40110  2.77097
C  -1.41333  0.52472  0.29639
C  -1.34507  -0.22232  1.44497
C  -1.42038  -0.06330  -0.97107
C  -1.24692  -1.62199  1.33927
C  -1.23315  -1.43219  -1.05627
C  -1.22977  -2.23452  0.08221
H  -1.61423  1.58504  0.44205
H  -1.79677  0.52605  -1.79815
H  -0.90825  1.13661  3.16160
H  -1.71796  -0.24997  3.65473
H  -1.37455  -2.25443  2.20241
H  -1.38387  -1.89478  -2.02907
H  -0.99715  -3.28521  -0.06181
H  -2.65555  0.77612  2.76968

Cartesian forces (eV/Å) of the 6 atoms listed first:
0.51 -2.42 -1.21
-0.53 0.12 0.67
1.40 1.77 2.38
-0.12 1.01 -0.08
-0.24 0.26 -0.24
-0.32 -0.22 0.04

Output
HOMO	-0.3358	Eh
net charge	0
SMILES string	Cc1ccccc1.CCC
spin multiplicity	1

Mulliken atomic charge list, values in e, 2 entries: C -0.12; C -0.78


[4]
The following is a DFT calculation (ωB97M-V with the def2-TZVPD basis set) of an isolated ion of composition CHN2S2 and charge +1.

Cartesian coordinates (Å):
C  1.57408  -0.06008  -0.02901
N  1.07649  1.05385  0.03306
N  -1.12543  -0.24509  -0.00051
S  1.17967  -1.53971  0.10406
S  -0.59364  1.12953  0.11532
H  -2.11116  -0.33851  -0.22293

Forces on the atoms, in the same order (eV/Å):
-1.71 -3.45 0.63
-1.17 3.88 0.13
-0.03 -0.47 -0.38
1.70 -0.72 -0.41
1.66 0.99 -0.34
-0.45 -0.22 0.37

Output
HOMO	-0.5835	Eh
net charge	+1
spin multiplicity	1

Mulliken atomic charge list, values in e, 2 entries: C 0.64; N -0.33


[5]
The following is a DFT calculation (ωB97M-V with the def2-TZVPD basis set) of a single C3H5N3 molecule.

Cartesian coordinates (Å):
N  -0.27868  1.27960  -1.53210
C  -0.86557  0.28913  -0.78592
C  -0.79998  0.14648  0.52899
C  -0.23572  -0.37318  1.59488
N  0.93272  -1.21969  1.50761
N  1.52271  -1.14720  0.41653
H  0.15825  2.04174  -1.03976
H  -0.67416  1.50438  -2.42716
H  -1.45992  -0.42569  -1.35057
H  -0.59626  -0.27366  2.61285
H  2.29662  -1.82191  0.47467

Cartesian forces (eV/Å) of the 6 atoms listed first:
0.02 0.05 0.05
-0.15 0.01 0.20
0.25 -0.12 -0.14
-0.22 0.14 0.02
0.18 0.06 -0.55
-0.02 -0.23 0.58

Output
HOMO	-0.3078	Eh
net charge	0
SMILES string	[H]/N=N/C=C=CN
spin multiplicity	1

Mulliken atomic charge list, values in e, 2 entries: N -0.42; C 0.00


[6]
The following is a DFT calculation (ωB97M-V with the def2-TZVPD basis set) of C30H50BrN3NiP2S as an isolated structure.

Cartesian coordinates (Å):
C  -0.77021  4.66996  -3.18908
C  -1.11217  3.62708  -4.09766
C  -1.34449  3.97894  -5.44126
C  -1.27910  5.32630  -5.80044
N  -0.90211  6.27201  -4.94997
C  -0.72001  5.98366  -3.66412
C  -1.34557  2.28628  -3.60970
C  -1.48138  1.70926  -2.42744
C  -1.43045  1.70678  -1.01244
C  -0.20219  1.44307  -0.35568
C  -0.21291  0.59450  0.74695
C  -1.42677  0.11675  1.25942
C  -2.64924  0.66245  0.81104
C  -2.65321  1.48943  -0.30286
Ni  -2.01756  0.63073  -3.74126
P  2.79155  -0.77885  0.61237
H  -1.57618  3.23676  -6.20034
H  -0.54554  4.47931  -2.13808
H  -1.53145  5.63373  -6.81543
H  -0.52368  6.80980  -2.97366
H  -3.58048  1.89252  -0.71661
H  0.72278  1.80508  -0.80791
H  -3.58386  0.38458  1.30491
H  0.71688  0.25041  1.19808
C  2.60094  -2.09212  1.90064
C  3.21427  -3.44908  1.59317
H  1.51057  -2.18408  2.03600
H  2.99067  -1.67129  2.84035
H  3.05318  -4.10252  2.45531
H  2.75274  -3.93022  0.72315
H  4.29713  -3.39337  1.44291
C  3.23372  -1.64587  -0.93996
C  3.51571  -0.68370  -2.09994
H  2.38201  -2.29854  -1.19638
H  4.09888  -2.29778  -0.73590
H  3.79125  -1.26674  -2.98862
H  2.63401  -0.07207  -2.34461
H  4.35550  -0.01103  -1.88148
C  4.36902  0.07079  1.02507
C  5.61237  -0.81091  1.06468
H  4.21016  0.55931  1.99855
H  4.48549  0.87202  0.27759
H  6.48000  -0.18028  1.29450
H  5.55358  -1.57769  1.84784
H  5.82262  -1.29968  0.10419
Br  -1.42966  -1.38277  2.33271
P  -2.51919  -2.07157  -3.25732
C  -0.79515  -1.82004  -2.72962
C  -0.18236  -3.16941  -2.28268
H  -0.74793  -1.05087  -1.93241
H  -0.26585  -1.47108  -3.64574
H  0.87155  -3.03664  -2.00078
H  -0.70078  -3.62746  -1.42446
H  -0.20071  -3.89382  -3.11185
C  -3.33193  -2.62812  -1.68819
C  -4.63790  -3.40952  -1.94320
H  -3.50294  -1.70192  -1.10870
H  -2.63073  -3.26103  -1.10697
H  -5.16513  -3.53083  -0.98441
H  -5.29167  -2.87685  -2.65155
H  -4.43522  -4.41270  -2.35583
C  -3.50898  -0.70699  -3.85065
C  -3.04933  -0.30908  -5.28825
H  -3.52852  0.19048  -3.08725
H  -4.54972  -1.10887  -3.89368
H  -2.00670  0.14075  -5.37891
H  -3.03325  -1.24170  -5.86225
H  -3.77829  0.36383  -5.74807
C  2.70137  0.76118  4.85471
N  1.35485  0.53506  5.37011
C  1.25468  0.44262  6.83917
C  0.33309  1.15406  4.67943
S  0.60141  2.20298  3.38419
N  -0.91592  0.84911  5.15551
C  -1.19087  -0.51127  5.64598
C  -2.05747  1.54496  4.57809
H  3.40843  0.28018  5.53557
H  2.92904  1.83766  4.77015
H  2.79904  0.31470  3.85401
H  0.41743  1.04331  7.21944
H  1.12690  -0.61032  7.12501
H  2.19828  0.79301  7.27486
H  -1.55537  -0.44716  6.68215
H  -1.95049  -0.99698  5.01862
H  -0.27431  -1.10770  5.60699
H  -1.80437  2.60208  4.44589
H  -2.34906  1.13484  3.59957
H  -2.91272  1.44820  5.25475

Cartesian forces (eV/Å) of the 6 atoms listed first:
-0.25 -0.33 -0.37
0.14 1.19 -0.80
-0.03 0.07 0.51
0.42 -0.45 0.18
-0.71 0.66 0.04
0.28 -0.86 -0.06

Output
HOMO (spin up / spin down)	-0.4532 / -0.4518	Eh
net charge	+2
spin multiplicity	3

Mulliken atomic charge list, values in e, 2 entries: C -0.44; C 0.86